# 1
{
  "formula": "CH3N2O",
  "method": "ωB97M-V/def2-TZVPD",
  "lumo_ev": -7.41,
  "orbital_gap_ha": 0.425,
  "total_charge": 1,
  "e_above_lowest_kcal_mol": 6.6,
  "symbols": ["C", "N", "N", "O", "H", "H", "H"],
  "positions_angstrom": [[1.29778, 0.03807, 0.30892], [-3.12781, 0.49914, 0.23987], [-2.24858, -0.09372, -0.02412], [1.00678, -0.67181, -0.64763], [2.26977, -0.07041, 0.66488], [0.62647, 0.76248, 0.51806], [0.17559, -0.46374, -1.05998]],
  "mulliken_charge": [0.130, -0.126, 0.127, -0.151, 0.303, 0.281, 0.435]
}


# 2
{
  "formula": "C28H51Br2N7O8",
  "method": "ωB97M-V/def2-TZVPD",
  "lumo_ev": 0.00,
  "smiles": "C/C(Br)=C(/Br)OC(=O)Nc1ccccc1.CNC(C)=O.CNC(C)=O.CNC(C)=O.CNC(C)=O.CNC(C)=O.CNC(C)=O",
  "orbital_gap_ha": 0.296,
  "e_above_lowest_kcal_mol": 265.4,
  "symbols": ["C", "C", "Br", "C", "Br", "O", "C", "O", "N", "C", "C", "C", "C", "C", "C", "H", "H", "H", "H", "H", "H", "H", "H", "H", "C", "N", "C", "C", "O", "H", "H", "H", "H", "H", "H", "H", "C", "N", "C", "C", "O", "H", "H", "H", "H", "H", "H", "H", "C", "N", "C", "C", "O", "H", "H", "H", "H", "H", "H", "H", "C", "N", "C", "C", "O", "H", "H", "H", "H", "H", "H", "H", "C", "N", "C", "C", "O", "H", "H", "H", "H", "H", "H", "H", "C", "N", "C", "C", "O", "H", "H", "H", "H", "H", "H", "H"],
  "positions_angstrom": [[-1.47250, 0.27965, 5.15739], [-0.71753, 1.14217, 3.98545], [0.10757, 2.91675, 4.53466], [-0.59895, 0.70667, 2.53402], [0.38288, 1.96966, 1.34379], [-1.25385, -0.55111, 2.19865], [-0.84091, -1.13898, 0.92849], [-0.98535, -0.59922, -0.29926], [-0.29156, -2.55595, 0.96141], [1.21013, -2.61526, 1.01017], [2.27823, -1.41595, 0.70722], [3.92016, -1.60811, 0.81026], [4.59005, -3.08699, 1.19406], [3.51478, -4.33969, 1.45924], [1.87346, -4.10139, 1.39498], [-1.45921, 0.93309, 6.15488], [-2.62055, 0.14888, 4.88668], [-0.94321, -0.72827, 5.42736], [-0.75960, -3.14856, 1.68170], [1.89602, -0.35636, 0.39591], [4.61624, -0.68643, 0.60955], [5.76693, -3.26908, 1.25616], [3.99629, -5.38302, 1.72112], [1.19318, -5.06199, 1.60136], [-3.29358, -2.45825, -2.58412], [-3.49275, -2.53392, -1.15619], [-4.66205, -2.69674, -0.47312], [-5.93459, -2.81799, -1.26469], [-4.65045, -2.74030, 0.75540], [-2.61593, -3.26479, -2.87467], [-2.82434, -1.49759, -2.81004], [-4.22699, -2.54797, -3.14129], [-2.68181, -2.46028, -0.55303], [-6.77870, -2.94252, -0.58082], [-6.09757, -1.91096, -1.85295], [-5.88738, -3.69326, -1.91810], [2.56519, 2.50240, -4.10356], [3.25308, 1.77571, -3.06284], [2.71698, 1.00024, -2.07715], [1.22163, 0.85204, -2.02596], [3.45619, 0.44789, -1.26488], [2.92599, 2.13582, -5.06771], [2.82141, 3.56002, -4.00406], [1.48228, 2.38313, -4.05038], [4.26466, 1.82537, -3.02977], [0.94797, 0.20573, -1.18745], [0.75342, 1.82864, -1.87646], [0.85892, 0.39226, -2.94917], [3.37472, -3.93083, 4.56186], [2.46452, -2.81024, 4.54890], [1.94266, -2.13261, 5.61137], [2.33602, -2.57141, 6.99461], [1.17431, -1.19261, 5.41818], [4.27362, -3.64329, 4.01100], [2.89154, -4.76539, 4.04790], [3.64852, -4.23477, 5.57300], [2.15204, -2.45493, 3.65282], [1.83984, -1.93603, 7.73339], [2.02318, -3.60545, 7.16261], [3.41705, -2.47373, 7.12539], [-3.63226, 3.26111, -5.49841], [-2.37505, 2.64588, -5.14447], [-1.41489, 3.11243, -4.29549], [-1.64993, 4.43313, -3.61640], [-0.39436, 2.45350, -4.10673], [-4.43524, 2.57249, -5.22426], [-3.64303, 3.41083, -6.58080], [-3.78509, 4.21746, -4.99662], [-2.14295, 1.75195, -5.56145], [-0.79773, 4.66887, -2.97306], [-1.74880, 5.22573, -4.36294], [-2.54775, 4.38022, -2.99480], [2.34175, 1.21963, 7.38150], [2.44583, 0.84906, 8.77298], [2.50609, 1.66632, 9.86330], [2.46173, 3.15235, 9.63882], [2.59383, 1.17808, 10.98813], [1.42970, 0.77191, 6.97919], [3.20570, 0.80609, 6.85550], [2.31096, 2.30052, 7.23838], [2.48114, -0.13630, 9.00680], [2.51886, 3.66817, 10.60129], [3.31349, 3.46449, 9.02856], [1.52232, 3.43001, 9.15335], [-1.90253, 2.63683, -10.29143], [-1.97217, 2.01961, -8.98815], [-2.56497, 0.84119, -8.64137], [-3.24666, 0.04605, -9.72012], [-2.52955, 0.46059, -7.47296], [-0.84842, 2.75920, -10.55223], [-2.37155, 3.62158, -10.22514], [-2.40205, 2.04620, -11.06044], [-1.53537, 2.49495, -8.20705], [-3.67003, -0.86523, -9.28881], [-4.05974, 0.63050, -10.15906], [-2.52359, -0.23926, -10.48890]],
  "mulliken_charge": [-0.849, 0.069, -0.203, 0.354, -0.029, -0.286, 0.154, -0.322, -0.057, 0.347, 0.555, -0.532, -0.484, -0.483, -0.491, 0.272, 0.354, 0.167, 0.361, -0.108, 0.320, 0.292, 0.370, 0.183, -0.947, -0.004, 0.971, -1.359, -0.663, 0.283, 0.265, 0.391, 0.080, 0.289, 0.351, 0.365, -0.293, -0.140, 0.424, 0.192, -0.650, 0.271, 0.271, -0.023, 0.245, -0.657, 0.135, 0.418, -0.949, 0.151, 0.787, -1.397, -0.535, 0.262, 0.240, 0.421, -0.009, 0.152, 0.459, 0.401, -0.969, -0.032, 0.750, -1.343, -0.740, 0.307, 0.237, 0.405, 0.189, 0.287, 0.369, 0.377, -0.663, -0.032, 0.736, -1.159, -0.665, 0.164, 0.211, 0.350, 0.140, 0.290, 0.330, 0.318, -0.903, -0.115, 0.853, -1.357, -0.625, 0.299, 0.286, 0.345, 0.188, 0.298, 0.353, 0.369]
}


# 3
{
  "formula": "C25H21F15GeN2SSbV",
  "method": "ωB97M-V/def2-TZVPD",
  "s2": 0.885,
  "multiplicity": 2,
  "lumo_ev": [-11.31, -10.52],
  "orbital_gap_ha": [0.215, 0.244],
  "total_charge": 3,
  "symbols": ["V", "N", "C", "C", "C", "C", "N", "H", "H", "H", "H", "H", "H", "H", "H", "H", "H", "H", "H", "C", "Sb", "C", "C", "H", "H", "H", "H", "H", "H", "H", "H", "H", "F", "C", "C", "C", "F", "C", "F", "C", "F", "C", "F", "Ge", "S", "C", "C", "F", "C", "F", "C", "F", "C", "F", "C", "F", "C", "C", "F", "C", "F", "C", "F", "C", "F", "C", "F"],
  "positions_angstrom": [[-12.78561, -4.56727, 14.89278], [-12.16248, -5.13215, 16.79724], [-13.17152, -5.65332, 17.79743], [-14.18370, -6.58788, 17.15974], [-15.19623, -5.98381, 16.22969], [-15.09041, -6.39207, 14.74244], [-14.45858, -5.32936, 13.90015], [-11.48170, -5.82886, 16.58241], [-11.60222, -4.41285, 17.26229], [-13.68010, -4.79946, 18.22275], [-12.60126, -6.20257, 18.56766], [-14.71630, -7.12277, 17.96342], [-13.60823, -7.34968, 16.71069], [-15.06844, -4.89588, 16.28909], [-16.26235, -6.06435, 16.47297], [-16.06106, -6.58651, 14.29514], [-14.41300, -7.28429, 14.60683], [-15.05395, -4.53429, 13.69690], [-14.14095, -5.65255, 13.01316], [-14.41305, -1.86717, 17.50013], [-13.65347, -2.05274, 15.50837], [-12.28987, -0.42975, 15.25604], [-15.19413, -1.68875, 14.13742], [-13.76033, -2.35348, 18.23245], [-15.41065, -2.32617, 17.64837], [-14.39939, -0.81947, 17.77552], [-12.83372, 0.49340, 15.42623], [-11.94747, -0.42318, 14.23720], [-11.44492, -0.58247, 15.93920], [-15.84420, -0.83880, 14.45799], [-15.88886, -2.58387, 13.96978], [-14.80571, -1.42498, 13.21618], [-8.90820, -7.74974, 14.50370], [-8.30211, -6.60167, 14.75853], [-8.37248, -5.58773, 13.76581], [-7.73813, -4.41301, 14.03205], [-8.00615, -3.33813, 13.30775], [-6.79932, -4.29555, 15.09278], [-6.10601, -3.22011, 15.09381], [-6.80709, -5.24213, 16.08379], [-6.03960, -5.14150, 17.16196], [-7.55633, -6.42704, 15.89660], [-7.47017, -7.37878, 16.83798], [-9.55561, -5.77600, 12.24242], [-11.41439, -3.69697, 13.69858], [-9.50533, -4.61100, 10.73210], [-8.33592, -4.03982, 10.27821], [-7.22643, -4.30348, 10.95495], [-8.28908, -3.35779, 9.10646], [-7.11450, -2.90268, 8.73719], [-9.48318, -3.19769, 8.35210], [-9.37405, -2.52682, 7.19379], [-10.60166, -3.92642, 8.73140], [-11.66078, -4.01527, 7.91980], [-10.60345, -4.58675, 9.90885], [-11.67414, -5.27888, 10.23821], [-10.71972, -7.29019, 12.07367], [-11.49033, -7.65356, 13.13154], [-11.40244, -6.83607, 14.27559], [-12.34563, -8.69455, 13.13726], [-13.06902, -8.96726, 14.23585], [-12.59989, -9.33684, 11.90420], [-13.46764, -10.28079, 11.79738], [-11.82933, -8.99097, 10.77435], [-12.02117, -9.71391, 9.66404], [-10.86940, -7.99211, 10.88016], [-10.06073, -7.58956, 9.89437]],
  "lowdin_spin": [1.416, -0.001, 0.000, 0.000, 0.000, -0.001, 0.000, 0.003, 0.003, 0.000, -0.001, 0.000, 0.000, 0.000, 0.000, -0.001, 0.000, 0.005, 0.002, -0.018, -0.054, -0.007, -0.003, 0.000, 0.000, -0.003, -0.001, -0.001, 0.000, -0.001, 0.000, 0.000, 0.000, -0.001, -0.006, -0.004, -0.002, 0.000, 0.000, -0.003, -0.001, 0.000, 0.000, -0.008, -0.302, -0.005, -0.001, 0.000, 0.000, 0.000, -0.003, -0.001, 0.000, 0.000, -0.002, -0.001, -0.001, 0.000, 0.004, 0.000, 0.000, -0.001, 0.000, 0.000, 0.000, 0.000, 0.000]
}


# 4
{
  "formula": "C3H5N3",
  "method": "ωB97M-V/def2-TZVPD",
  "lumo_ev": -0.32,
  "orbital_gap_ha": 0.297,
  "e_above_lowest_kcal_mol": 87.1,
  "symbols": ["N", "C", "N", "N", "C", "C", "H", "H", "H", "H", "H"],
  "positions_angstrom": [[-2.08442, -0.49104, 0.18358], [-0.73990, -0.18390, 0.00310], [0.18542, -1.13266, 0.12800], [1.36896, -0.57470, -0.08257], [1.20085, 0.86718, -0.13199], [-0.24232, 1.13344, -0.25934], [-2.68786, 0.19917, -0.23988], [-2.34057, -1.44037, -0.04881], [2.15260, -1.04307, 0.35080], [1.89693, 1.36969, -0.80739], [1.35748, 1.26621, 0.88950]],
  "mulliken_charge": [-0.506, 0.694, -0.534, 0.027, -0.240, -0.862, 0.264, 0.260, 0.265, 0.368, 0.264]
}


# 5
{
  "formula": "C5H13NO2",
  "method": "ωB97M-V/def2-TZVPD",
  "lumo_ev": 0.60,
  "orbital_gap_ha": 0.298,
  "e_above_lowest_kcal_mol": 124.1,
  "symbols": ["C", "C", "C", "C", "C", "N", "O", "O", "H", "H", "H", "H", "H", "H", "H", "H", "H", "H", "H", "H", "H"],
  "positions_angstrom": [[1.80193, 0.65415, 0.63566], [-0.22606, -0.76842, 0.20029], [-2.23051, -1.12260, 0.62513], [-0.84708, 1.56053, 0.10413], [-0.05060, -1.01621, -1.28360], [-0.21310, 0.44147, 0.78211], [2.64311, -0.44298, 0.75221], [2.06764, 1.37408, -0.52037], [2.56553, -0.93923, -0.07464], [2.95153, 1.77595, -0.44277], [1.91219, 1.25256, 1.54057], [0.19427, -1.55184, 0.83033], [-0.21449, 2.44486, 0.21985], [-2.23094, -2.20710, 0.54503], [-2.81693, -0.64143, -0.15300], [-2.45460, -0.75957, 1.62292], [-1.02693, 1.42093, -0.96518], [-1.79183, 1.78405, 0.60413], [-0.91622, -0.66767, -1.85076], [0.82407, -0.50612, -1.69387], [0.05907, -2.08541, -1.47817]],
  "mulliken_charge": [-0.077, -0.065, -1.123, -0.863, -1.271, -0.231, -0.492, -0.484, 0.368, 0.314, 0.436, 0.475, 0.326, 0.399, 0.301, 0.348, 0.272, 0.334, 0.340, 0.398, 0.296]
}


> What is the formula in the fifth record?

C5H13NO2